Entry 1:
Here is a molecular structure, C22H30ClIrN2Sb2 from OMol25. Energies are from ωB97M-V/def2-TZVPD.

## Properties
E_HOMO = -13.82 eV
Orbital gap = 0.26413 Eh
Relative energy (zero: lowest compared OMol25 entry of this formula, charge and spin) = 0.6242 eV
Total energy = -2010.3225 Eh

The geometry in ORCA input format:
```
! wB97M-V def2-TZVPD RIJCOSX def2/J DEFGRID3
* xyz 2 1
Ir -0.49625 -0.55304 0.49642
N 1.09068 0.18653 -0.86195
C 2.10746 -0.86800 -0.94492
C 3.17894 -0.78462 -1.78354
C 4.16328 -1.79520 -1.79509
C 4.06392 -2.85792 -0.94396
C 2.96354 -2.97175 -0.06032
C 2.82317 -4.05055 0.84126
C 1.73746 -4.10646 1.67018
C 0.77036 -3.09842 1.58799
N 0.85453 -2.08009 0.75092
C 1.96306 -1.98066 -0.07045
H 0.76623 0.47852 -1.77908
H 1.49926 1.01242 -0.42440
H 3.28200 0.06941 -2.44267
H 5.00187 -1.70959 -2.47153
H 4.82358 -3.62866 -0.93076
H 3.58526 -4.81910 0.87199
H 1.60684 -4.90691 2.38396
H -0.09589 -3.11693 2.23790
C -3.50816 2.02865 1.53525
Sb -2.14973 1.47684 -0.01186
C -1.27915 3.39443 -0.30504
C -3.56434 1.33397 -1.65030
C -4.84675 0.78993 -1.09284
C -5.90597 1.64983 -0.83810
C -7.07674 1.19071 -0.25000
C -7.20503 -0.14144 0.08801
C -6.16171 -1.02211 -0.16597
C -4.98199 -0.58565 -0.75309
C -3.88931 -1.56950 -1.05635
Sb -2.43812 -2.19751 0.39571
C -1.84735 -4.00983 -0.53044
C -3.28165 -2.86841 2.22408
H -4.00683 2.93548 1.19615
H -3.00192 2.24895 2.47451
H -4.25636 1.25386 1.69096
H -2.10264 4.08813 -0.45979
H -0.62102 3.40877 -1.17191
H -0.71538 3.68039 0.58108
H -3.14708 0.67324 -2.40655
H -3.64945 2.31297 -2.11850
H -5.82007 2.69693 -1.10393
H -7.89027 1.87850 -0.06218
H -8.12376 -0.50316 0.52944
H -6.28613 -2.07501 0.06185
H -3.21264 -1.19109 -1.81698
H -4.26536 -2.52538 -1.42955
H -2.61583 -4.75835 -0.34148
H -0.89370 -4.36418 -0.14555
H -1.76022 -3.84474 -1.60354
H -3.24878 -3.95605 2.21928
H -4.31470 -2.53666 2.31028
H -2.72140 -2.48864 3.07407
Cl 0.58299 0.15201 3.09482
C -1.03004 -0.23411 2.46120
H -1.61637 0.67849 2.54807
H -1.47895 -0.99373 3.08955
*
```


Entry 2:
Here is a molecular structure, C22H30CoFN10O4P from OMol25. Energies are from ωB97M-V/def2-TZVPD.

## Properties
E_HOMO (spin up / spin down) = -15.88 / -15.88 eV
Orbital gap (spin up / spin down) = 0.22414 / 0.22410 Eh
Relative energy (zero: lowest compared OMol25 entry of this formula, charge and spin) = 0.5627 eV
Total energy = -3528.0561 Eh

The geometry in ORCA input format:
```
! wB97M-V def2-TZVPD RIJCOSX def2/J DEFGRID3
* xyz 3 1
Co -0.47637 -0.61512 -0.63220
C 3.51738 -0.54327 3.02097
N 2.50067 -0.02563 2.09807
C 2.09595 1.27859 2.01664
C 1.12971 1.33123 1.05886
N 0.94953 0.06897 0.56002
C 1.78939 -0.73601 1.20325
P 1.86853 -2.53720 1.03133
C 1.67548 -2.57899 -0.77451
N 0.80411 -1.85972 -1.47683
C 0.93268 -2.23735 -2.78897
C 1.90284 -3.18734 -2.87260
N 2.36023 -3.39255 -1.60029
C 3.37964 -4.38369 -1.23452
C 0.08847 -2.74090 1.33416
N -0.85987 -2.04989 0.69925
C -2.06859 -2.50278 1.15489
C -1.83971 -3.46913 2.08614
N -0.48116 -3.60666 2.19078
C 0.19190 -4.56702 3.06956
H 3.93283 0.28488 3.58634
H 4.32000 -1.02791 2.47019
H 3.07711 -1.25358 3.71712
H 2.51559 2.05562 2.63286
H 0.54995 2.17178 0.72307
H 0.31162 -1.84256 -3.57485
H 2.29321 -3.72521 -3.72024
H 4.07276 -4.50481 -2.06158
H 2.90855 -5.34342 -1.03100
H 3.92845 -4.05791 -0.35601
H -3.00302 -2.12712 0.78039
H -2.52600 -4.06176 2.66741
H -0.30664 -4.58631 4.03461
H 1.22972 -4.27959 3.21031
H 0.15308 -5.56534 2.63857
N -1.20555 2.85746 -4.05584
C 0.08851 2.99992 -3.30315
C 0.05840 2.08110 -2.08574
N -0.21866 0.66572 -2.43301
C -1.43346 0.56071 -3.27252
C -1.37205 1.43956 -4.51057
H -1.24521 3.50908 -4.84247
H -1.99346 3.07430 -3.42962
H 0.20833 4.03250 -2.98087
H 0.90366 2.75038 -3.98167
H -0.71552 2.41309 -1.39754
H 1.01561 2.14027 -1.57127
H 0.57809 0.30674 -2.95609
H -2.28924 0.87039 -2.68562
H -1.59049 -0.47574 -3.56765
H -2.29595 1.34679 -5.07676
H -0.53146 1.18754 -5.15777
F -7.92012 -1.31568 -0.82101
C -6.98574 -0.48314 -1.23745
C -6.01880 -0.08247 -0.42044
N -5.02367 0.80041 -0.83705
C -3.94283 1.21063 0.02580
C -2.63450 0.51240 -0.29762
O -1.54531 1.06160 0.02663
O -2.58257 -0.59472 -0.89544
C -4.95259 1.23736 -2.13415
O -4.00728 1.94051 -2.51981
N -5.96320 0.83222 -2.93835
C -7.05974 -0.01484 -2.62284
O -7.88926 -0.28094 -3.43679
H -5.99595 -0.42002 0.60625
H -4.19101 1.02184 1.07025
H -3.77066 2.27875 -0.09373
H -5.96600 1.19139 -3.88466
*
```


Entry 3:
Here is a molecular structure, C22H30F18N7O13S6 from OMol25. Energies are from ωB97M-V/def2-TZVPD.

## Properties
E_HOMO (spin up / spin down) = -13.64 / -13.64 eV
Orbital gap (spin up / spin down) = 0.24799 / 0.16241 Eh
Relative energy (zero: lowest compared OMol25 entry of this formula, charge and spin) = 0.0000 eV
Total energy = -6403.5250 Eh

The geometry in ORCA input format:
```
! wB97M-V def2-TZVPD RIJCOSX def2/J DEFGRID3
* xyz 2 2
N 9.44460 -10.60808 -16.28294
H 9.99353 -9.96709 -16.83784
H 8.49895 -10.27871 -16.41480
H 9.60748 -10.51731 -15.29031
H 9.60960 -11.56952 -16.54463
C 3.87179 -11.12224 -13.71816
C 2.94564 -10.28413 -14.68080
C 3.52703 -9.27795 -15.64618
O 4.55656 -9.95594 -16.36273
C 5.58674 -9.08486 -16.83924
N 2.13315 -11.27505 -15.45678
H 1.40979 -10.81548 -15.99125
H 2.70103 -11.75117 -16.14300
H 1.66036 -11.98242 -14.91254
H 3.32869 -11.87241 -13.14338
H 4.43148 -10.39552 -13.12932
H 4.57479 -11.67766 -14.33899
H 2.16202 -9.78754 -14.10859
H 3.97718 -8.49904 -15.03072
H 2.84578 -8.74682 -16.31093
H 6.36710 -9.14479 -16.08059
H 5.32983 -8.02978 -16.93353
H 5.95024 -9.36075 -17.82912
C 15.74196 -20.95062 -14.44829
N 14.75956 -19.90244 -14.36842
C 15.23696 -18.61047 -14.28891
C 14.33937 -17.54196 -14.06259
C 12.96759 -17.80376 -13.95343
C 12.54895 -19.13914 -14.09708
C 13.48644 -20.18787 -14.26697
C 11.99766 -16.75989 -13.77275
C 12.18387 -15.52192 -14.36289
C 11.27466 -14.50827 -14.27997
N 10.10503 -14.73149 -13.63626
C 9.88731 -15.90437 -12.98229
C 10.81485 -16.89380 -13.04307
C 9.13702 -13.62598 -13.37885
H 16.28858 -21.09250 -13.51599
H 16.33522 -20.65824 -15.31469
H 15.27547 -21.88949 -14.74663
H 16.25556 -18.48047 -14.62349
H 14.61370 -16.49874 -14.00929
H 11.53759 -19.43307 -13.85799
H 13.17237 -21.21983 -14.32005
H 13.03205 -15.30916 -14.99671
H 11.38493 -13.58827 -14.83481
H 8.89542 -15.92233 -12.55539
H 10.66971 -17.77454 -12.43510
H 9.40924 -12.76204 -13.98515
H 9.25642 -13.39178 -12.32103
H 8.13614 -14.01289 -13.57027
C 8.27368 -8.56032 -19.44111
F 8.85876 -8.48893 -20.57093
F 7.09921 -8.01951 -19.59731
F 8.20824 -9.80094 -19.02516
S 9.32707 -7.65047 -18.11568
O 9.75085 -6.39213 -18.71030
O 8.38212 -7.39440 -17.00510
N 10.51859 -8.83105 -17.80482
S 11.80816 -8.21798 -18.16544
O 12.14836 -7.83184 -19.54283
O 12.15653 -7.18494 -17.17637
C 13.02517 -9.79623 -17.94555
F 12.67904 -10.72861 -17.04307
F 13.08117 -10.41364 -19.14527
F 14.26826 -9.32452 -17.60632
C 10.64938 -13.49595 -19.61212
F 11.20527 -14.34620 -20.46411
F 11.41174 -12.38278 -19.76591
F 9.41697 -13.17913 -20.02925
S 10.54554 -14.21352 -17.76763
O 10.31705 -15.66106 -17.77675
O 11.89209 -13.93194 -17.20163
N 9.41634 -13.20484 -16.96864
S 8.19418 -14.09319 -16.98530
O 7.88746 -14.61824 -18.30258
O 8.10794 -15.00582 -15.83729
C 6.89264 -12.69194 -16.65123
F 7.05896 -12.22632 -15.39231
F 7.08954 -11.67448 -17.44893
F 5.67777 -13.20904 -16.76678
C 8.33959 -9.84626 -11.25333
F 9.28142 -9.37509 -10.45721
F 8.38966 -11.14363 -11.20957
F 7.14427 -9.43991 -10.76454
S 8.59184 -9.25493 -13.05955
O 7.27210 -9.58873 -13.58112
O 8.92584 -7.83299 -13.04354
N 9.85889 -10.26221 -13.77349
S 11.04299 -10.19699 -12.75993
O 11.38890 -8.92035 -12.26436
O 10.89784 -11.28171 -11.74392
C 12.61487 -10.52151 -13.84778
F 12.74693 -9.49476 -14.74713
F 13.68010 -10.39976 -13.06309
F 12.49894 -11.66674 -14.56399
*
```


Entry 4:
Here is a molecular structure, C22H30F5N2OP2RhS from OMol25. Energies are from ωB97M-V/def2-TZVPD.

## Properties
E_HOMO (spin up / spin down) = -14.05 / -14.05 eV
Orbital gap (spin up / spin down) = 0.23206 / 0.23213 Eh
Relative energy (zero: lowest compared OMol25 entry of this formula, charge and spin) = 0.5558 eV
Total energy = -2731.3490 Eh

The geometry in ORCA input format:
```
! wB97M-V def2-TZVPD RIJCOSX def2/J DEFGRID3
* xyz 2 1
Rh -1.09012 1.65057 -0.33700
C -2.54505 -1.50303 -1.27608
P -2.49587 -0.22024 -0.00481
C -4.21604 0.33772 0.13624
C -2.13043 -0.98926 1.60584
C -1.90197 0.14733 2.60657
P -0.76957 1.40066 1.90371
C -1.04909 2.94540 2.77861
C 0.90448 0.85507 2.26434
H -3.36225 -2.19636 -1.07011
H -1.61290 -2.06527 -1.30963
H -2.71447 -1.04085 -2.24876
H -4.83678 -0.50090 0.45687
H -4.57327 0.67957 -0.83586
H -4.32601 1.14943 0.84987
H -1.22427 -1.59799 1.52676
H -2.93612 -1.65713 1.91342
H -1.45171 -0.22311 3.53027
H -2.83415 0.65002 2.87422
H -1.05801 2.74363 3.85217
H -2.00107 3.38575 2.48662
H -0.24710 3.64284 2.53967
H 1.03365 0.86282 3.34924
H 1.62376 1.54019 1.81504
H 1.07543 -0.16204 1.90452
F -5.21735 5.99205 -2.59631
C -4.07786 5.47273 -2.18680
C -4.08049 4.49420 -1.20104
F -5.21936 4.07049 -0.66485
C -2.87611 3.95572 -0.81423
F -2.87001 2.96136 0.16132
C -1.65551 4.33331 -1.34107
S -0.14083 3.68803 -0.72713
C -1.68120 5.30588 -2.33824
F -0.54873 5.71211 -2.88875
C -2.87675 5.87718 -2.75447
F -2.87991 6.79655 -3.69737
C 3.95657 -4.29182 2.06467
C 2.89985 -4.65244 1.03352
N 2.74193 -3.61172 0.00072
C 3.22491 -3.93152 -1.34602
C 4.74040 -4.01221 -1.43158
C 2.04979 -2.52454 0.33453
O 1.47173 -2.37522 1.41552
C 1.94928 -1.33753 -0.60524
C 2.94587 -0.76221 -1.37866
C 2.69380 0.46516 -1.98188
C 1.49457 1.10909 -1.76440
N 0.52974 0.56066 -0.98803
C 0.76562 -0.64040 -0.46166
H 4.02719 -5.08371 2.80941
H 3.69264 -3.36855 2.57874
H 4.93662 -4.17197 1.60357
H 1.93378 -4.79977 1.51479
H 3.16044 -5.57269 0.51269
H 2.82911 -3.20132 -2.04888
H 2.78309 -4.88985 -1.62678
H 5.21204 -3.08163 -1.11049
H 5.04383 -4.21921 -2.45722
H 5.12958 -4.81348 -0.80434
H 3.91073 -1.23704 -1.49693
H 3.43812 0.94666 -2.59995
H 1.28783 2.07002 -2.20575
H 0.01398 -1.06715 0.17689
*
```


Q: Number 1 is which compound?
A: C22H30ClIrN2Sb2


Q: What is the formula in the first record?
A: C22H30ClIrN2Sb2


Q: The highest total energy belongs to which entry?
A: C22H30ClIrN2Sb2